120
Properties=species:S:1:pos:R:3 method="wB97M-V/def2-TZVPD" lumo_energy_ev=-1.907 total_charge=+1 homo_ha=-0.3837 de_lowest_kj_mol=63.1 energy_ev=-206707.4564
H 2.5612 -0.9539 -6.4081
C 1.7258 2.5046 -4.6981
C -0.9278 3.4862 3.6359
H -2.4567 2.1890 -4.6131
C -2.3132 -1.0067 -5.1489
O -0.0763 -0.0247 2.2227
H 3.5265 -0.1266 -5.1639
H 2.5877 -0.0432 3.8720
H -3.7497 4.7800 0.4855
C 1.4117 -0.8371 -2.8470
C -1.4118 2.4362 -0.2213
H -0.1731 -1.2425 8.4073
N -1.8311 1.4653 0.6059
H 2.2569 -1.9487 -4.4774
H -0.6101 -3.0843 -6.4634
C -4.3455 -0.7415 6.7854
H -0.0795 5.4629 3.6265
C 2.7418 0.0092 -5.9159
H 2.1430 4.5355 0.9584
C -2.3749 0.6425 6.8850
H -2.2242 -0.1540 -5.8323
Si 1.1907 3.3158 -0.9735
H -5.3941 -0.8999 7.0119
C -0.9048 -3.9305 0.1109
C 0.9208 -1.3219 4.5228
H 3.1284 0.7002 -6.6768
H -1.5618 1.4501 3.8444
H -2.9945 -0.7261 -4.3368
H -2.6558 -3.1946 2.2106
C 1.3386 -0.1403 7.3365
C -0.9882 -2.8216 -3.1339
C 3.4873 0.0008 8.4513
C -1.6398 -0.3269 6.1944
Si 1.2009 0.7985 -5.2145
C 0.0081 4.4498 4.0012
Ge 0.2179 0.0468 5.7576
H -1.2997 -2.2870 -2.2293
C -3.7179 0.4364 7.1806
H -2.1490 3.2699 -3.2416
H 1.4474 -2.0503 5.1406
H 2.4759 -1.5506 3.0019
C -3.6273 -1.7152 6.1043
C -2.4127 -2.2900 1.6450
H 2.6880 1.6885 -2.1359
H 0.0946 -1.8356 4.0279
C 0.2231 1.8383 4.9908
H 3.0730 0.8847 6.5481
H -1.7229 -2.2796 5.2889
H 1.9587 2.5778 6.0364
C 0.8513 4.8179 -2.0452
H 1.4531 3.2347 -5.4715
Sb -1.1789 0.8597 -2.6264
H -4.2756 1.1946 7.7196
C 2.3136 -1.7601 -3.4140
H -1.0145 -4.7517 0.8264
H 0.3755 4.4846 1.0642
H -4.1137 -2.6389 5.8090
C 1.8710 -0.7584 3.4569
H -0.9381 1.4277 -6.3608
H 0.5707 5.6638 -1.4032
C 1.1548 2.8168 5.3472
H 0.4740 1.5600 -7.4154
C 0.3972 -0.1821 -3.7743
C -3.2064 3.8420 0.5189
H 1.7503 5.1117 -2.6013
C -2.0980 3.6513 -0.2905
H 3.6366 -0.9964 10.3476
N 1.4588 -0.6145 -1.5064
H -1.7470 3.7465 2.9750
C 0.1714 -2.5512 -5.9059
C 1.2620 3.9038 0.7920
C -1.7014 2.5169 -3.8927
H 2.3943 -1.0778 0.2823
S -0.7478 -2.4278 1.0416
H 3.9907 -2.6787 -0.6379
C 2.6656 0.3018 7.3708
H 4.5125 0.3549 8.4671
H 1.2930 -1.7876 10.3153
H -3.1512 0.8420 2.0640
C 1.1751 -0.0737 2.3022
O 1.8374 0.3924 1.2922
H 3.5803 3.1412 -1.6409
H -1.7851 -3.5180 -3.4255
C 1.6792 -1.2007 9.4893
H -0.0897 -3.4068 -2.8985
H 2.8118 2.5555 -4.5577
C -3.6175 2.8308 1.3806
H -1.7635 -3.8646 -0.5580
H 0.8773 -3.3005 -5.5321
H -1.8959 1.5688 7.1918
Si -0.6589 -1.6130 -4.5157
O -0.6413 -1.3547 -0.0614
H -2.7836 -1.8281 -5.7049
H -0.2339 -0.0288 -7.0890
H 0.0486 4.6625 -2.7715
C 0.0022 0.9433 -6.6394
H 3.9302 -3.1264 -3.1192
C 3.2780 -2.1907 -1.2887
C 1.0504 4.1149 4.8523
H -1.7476 4.4330 -0.9576
H -0.8500 2.9407 -4.4183
C 2.9949 -0.7542 9.5093
C -2.8913 1.6555 1.3934
C 2.7927 2.4365 -1.3447
H -4.4704 2.9570 2.0338
C 0.8563 -0.8952 8.4104
H -2.4503 -1.4175 2.2988
H 0.6981 -1.9064 -6.6185
H 1.3295 3.0518 1.4794
C 2.3752 -1.2933 -0.7757
C -0.8204 2.1922 4.1264
C -0.1942 2.0395 -1.0079
H -3.0709 -2.1660 0.7824
H 0.0178 -4.0511 -0.4580
C -2.2821 -1.5073 5.8121
Ga 0.2150 0.4381 0.1041
C 3.2428 -2.4286 -2.6550
H 1.7780 4.8648 5.1427
H 1.2524 2.8064 -3.7721
H 3.1249 1.9200 -0.4332

115
Properties=species:S:1:pos:R:3 method="wB97M-V/def2-TZVPD" lumo_energy_ev="2.350 / 2.352" total_charge=-1 homo_ha="-0.1231 / -0.1402" energy_ev=-148448.5665
H -5.8543 2.9785 -2.2220
C -0.5147 1.6557 3.8601
S 0.0463 0.0624 3.4817
Cl 5.7066 -2.9370 3.6624
H 5.6838 3.9768 -0.6951
H -3.8395 0.1924 -5.1976
C -3.8240 0.8771 1.4189
C -2.8534 -0.4155 -3.3580
H -0.6484 4.9647 2.5552
H 0.0751 -3.3778 5.5728
O 0.8833 2.3002 -1.5892
N -1.3396 1.7298 4.9515
C -3.6281 -1.7406 -3.3197
C 1.9934 -4.7812 2.4725
C -2.1417 -1.5384 -0.1966
N 0.6946 2.7627 2.3251
H -1.2689 -2.0267 3.0044
N -0.2909 4.7293 -2.0968
H -1.8050 3.3848 -1.4901
H 4.1516 5.9390 -0.9466
H 2.0276 -5.2919 3.4296
C 0.9480 -3.1740 1.0244
H -2.3361 1.0682 -4.8822
H -1.3483 0.9332 5.5633
Pb 1.0578 0.3774 1.0205
C -5.1329 2.2444 -1.8832
C 5.1249 -1.9872 2.3389
H -1.8330 -0.6190 -3.0224
H 0.6898 1.9486 -4.7312
H -3.9834 1.8837 3.3195
C 1.7668 -2.9502 -1.3861
C 0.6210 -3.6180 -2.1606
C -1.2102 3.6144 -2.3760
H -4.6538 -1.5777 -3.6623
H 0.8301 5.9298 2.3779
C 2.8738 -4.4683 0.2828
C 3.0365 -3.0832 -2.2253
H -2.3012 -0.6148 -5.4429
N 3.0417 2.8240 1.0299
C 3.8491 5.0662 -0.3811
H -4.6319 1.5903 -3.8527
H -0.2246 -4.8068 3.6781
C 0.6753 -3.1620 4.6843
H -5.7191 -0.1437 1.6557
C -4.4263 1.4765 -2.7948
H 4.8463 1.9881 0.5445
C -3.4651 0.5659 -2.3752
C 4.2309 2.8760 0.4467
N -0.2833 2.8041 3.2750
H -0.7931 5.6000 -1.9640
H 1.9192 5.8564 0.1359
C -4.9149 2.0440 -0.5297
C 5.8914 -1.8927 1.1801
H -0.3448 -3.4604 -1.6868
H 3.9331 -2.8022 -1.6749
P -0.2028 2.0484 -2.7819
C -0.0090 -3.7586 3.4454
H -2.7748 0.6552 1.6335
H -3.0939 -2.0615 -0.3190
C 3.9076 -1.3093 2.4118
C 2.2431 3.8943 0.9549
C -4.2547 2.0635 2.2818
H -0.5198 -0.2411 -4.7332
C 0.2155 5.1475 1.9251
O 0.3969 2.6930 -4.1720
C 1.8880 -3.5339 0.0154
H -3.6710 -2.1446 -2.3130
C -3.9592 1.1441 -0.0653
H 3.7343 -5.7943 1.7471
C 3.3666 -0.5893 1.3517
C 2.9487 -5.0810 1.5279
H -0.1186 5.5026 0.9461
H 3.5957 -4.7263 -0.4821
H 0.9973 -0.8372 -4.7639
C -2.8273 0.0950 -4.7985
C 0.9903 3.8725 1.7574
Cl 3.0546 -1.3687 3.9245
N 0.0813 -2.0893 0.7365
C -1.1379 -2.3849 0.3031
H 0.8314 3.2176 -1.2650
H -5.4983 2.6127 0.1839
H 0.7582 -2.0772 4.5877
Cl 6.3928 -0.9525 -1.3051
C 0.9665 -3.8511 2.2568
C 4.6949 3.9797 -0.2561
H -3.7688 2.9879 1.9616
H 0.5666 -3.2177 -3.1787
N -2.0311 -0.2822 -0.5959
N 0.4441 -0.0273 -4.5130
H 1.6580 0.4173 -2.8739
C 2.6061 5.0265 0.2288
C -1.3667 -3.0792 3.2700
H -4.4984 -0.6082 2.8596
H 0.8028 -4.6945 -2.2274
H 1.5243 -1.8902 -1.2838
H 1.6764 -3.5657 4.8396
H -3.1606 -2.4860 -3.9700
H -1.4333 -3.4356 0.3051
Cl 3.5762 0.3406 -1.1822
Cl 7.4023 -2.7181 1.0590
H 3.1656 -4.1102 -2.5801
H -1.9037 -3.1394 4.2218
H -1.4500 2.6430 5.3603
C -4.6552 -0.3529 1.8074
H 0.3261 4.8589 -2.8918
H 0.1359 -0.3983 -2.3853
H -5.3387 2.2069 2.2420
H -4.3949 -1.2209 1.2035
C 5.4221 -1.1275 0.1190
H -1.9796 -3.5688 2.5164
C -3.1581 0.4457 -0.9965
H -1.8819 3.7661 -3.2246
C 0.5980 0.2937 -3.0931
C 4.1666 -0.5267 0.2212
H 2.9656 -2.4376 -3.1037